(a)
Computed, not measured: one molecule with the formula C3H5NOS2, with the ωB97M-V functional and the def2-TZVPD basis.

XYZ file:
```
12
Properties=species:S:1:pos:R:3
S -2.31594 1.31370 1.19275
S -1.25253 -1.42931 -1.35318
O 2.39095 0.93196 -0.46050
N 1.29825 0.30280 -0.01776
C -0.97148 0.48512 0.63299
C 0.31301 1.09021 0.20909
C -0.93122 -1.00461 0.45863
H 0.40610 2.12156 0.11400
H -0.07057 -0.98022 -1.78569
H 2.90893 0.16469 -0.71003
H -0.02091 -1.52431 0.72910
H -1.75459 -1.47159 0.99061
```

Summary:
structure (SMILES)	O/N=C/C(=S)CS
frontier orbital gap	7.82	eV
net charge	0

(b)
Computed, not measured: one molecule with the formula C3H5NOS2, with the ωB97M-V functional and the def2-TZVPD basis.

XYZ file:
```
12
Properties=species:S:1:pos:R:3
S 1.30632 1.72263 -0.67457
S 1.28598 -0.89342 -2.28435
O -0.76585 -0.07224 -0.86022
N 0.56254 -0.78542 1.29469
C -0.61171 -0.55758 1.43198
C 0.48664 0.19214 -1.14281
C -1.22772 0.43011 0.34186
H -1.18245 -0.97007 2.37091
H 0.94525 -2.08879 -1.56048
H 2.25028 1.13925 0.11054
H -0.78142 1.48417 0.68481
H -2.26787 0.39921 0.28763
```

Summary:
frontier orbital gap (alpha / beta)	6.74 / 8.88	eV
net charge	0

Which of them is most stable, and which least? Most stable: (a); least stable: (b).

(a)
Computed, not measured: one molecule with the formula C3H5NO, with the ωB97M-V functional and the def2-TZVPD basis.

XYZ file:
```
10
Properties=species:S:1:pos:R:3
O 0.45441 -0.77872 -0.37817
N -0.79471 0.99359 0.72466
C 1.72216 -0.10388 -0.38608
C -1.93856 0.01445 0.36001
C -0.53185 -0.08941 0.14880
H -2.42472 -0.50595 1.18394
H 1.58563 0.97848 -0.28729
H 2.18658 -0.34200 -1.34609
H -2.59749 0.31759 -0.45396
H 2.33856 -0.48416 0.43419
```

Summary:
structure (SMILES)	COC1=NC1
frontier orbital gap	10.94	eV
net charge	0

(b)
Computed, not measured: one molecule with the formula C3H5NO, with the ωB97M-V functional and the def2-TZVPD basis.

XYZ file:
```
10
Properties=species:S:1:pos:R:3
O -1.60237 1.50354 0.64216
N -0.44995 -0.35337 0.07037
C -1.38229 0.62732 -0.16496
C 0.76834 -0.04231 0.76776
C 0.77864 -0.68614 -0.60164
H 1.00221 1.01827 0.91748
H 0.98136 -1.75338 -0.67670
H -1.95693 0.48340 -1.09868
H 0.84411 -0.61339 1.69466
H 0.99633 -0.16330 -1.54196
```

Summary:
structure (SMILES)	O=CN1CC1
frontier orbital gap	10.78	eV
net charge	0

Which of them is most stable, and which least? Most stable: (b); least stable: (a).

(a)
Computed, not measured: a 2-piece molecular cluster, C3H5NO overall, with the ωB97M-V functional and the def2-TZVPD basis.

XYZ file:
```
10
Properties=species:S:1:pos:R:3
O -0.13501 0.67127 -1.25453
N -0.49296 -1.31629 -0.23956
C 0.59942 -0.81456 0.44718
C -0.82064 -0.43579 -1.15480
C 0.88803 0.49005 -0.21579
H 0.86374 1.36206 0.44204
H -0.29738 -0.17930 2.23461
H -1.63277 -0.55654 -1.86759
H 1.85557 0.43862 -0.72533
H -0.82799 0.34049 2.33376
```

Summary:
frontier orbital gap	8.28	eV
net charge	0

(b)
Computed, not measured: C3H5NO as an isolated structure, with the ωB97M-V functional and the def2-TZVPD basis.

XYZ file:
```
10
Properties=species:S:1:pos:R:3
O -1.96515 0.31835 -0.65472
N 1.04310 -0.15331 0.15556
C 0.19556 1.05241 0.31986
C -0.77840 0.22198 -0.46577
C -0.05489 -0.93407 -0.50175
H 0.01016 1.05485 1.46554
H 1.27280 -0.35475 1.23316
H -0.03703 -1.24136 -1.61803
H 0.63550 1.85176 -0.10444
H -0.32164 -1.81588 0.17057
```

Summary:
frontier orbital gap	9.78	eV
net charge	0

Which of them is most stable, and which least? Most stable: (b); least stable: (a).